Molecular formula: C4H10NO
Method: DFT, ωB97M-V/def2-TZVPD

Structure (ORCA input):
```
! RIJCOSX wB97M-V def2-TZVPD def2/J DEFGRID3
* xyz 1 1
O -2.443 -0.422 -0.048
N 0.014 -0.464 -1.063
C 1.274 1.328 2.018
C 0.485 0.845 0.862
C 0.877 -0.125 0.050
C 0.501 -1.120 -2.029
H -2.648 -0.931 0.763
H -0.122 -1.411 -2.872
H 2.212 0.752 2.123
H 1.785 2.289 1.976
H -0.449 1.401 0.832
H 1.844 -0.601 0.075
H -3.175 0.083 -0.416
H 0.693 1.335 2.938
H 1.447 -1.644 -2.026
H -0.964 -0.154 -0.890
*
```

Frontier orbital gap: 9.48 eV
Relative energy (zero: lowest compared OMol25 entry of this formula, charge and spin): 1.489 eV